20
Properties=species:S:1:pos:R:3:forces:R:3:mulliken_charge:R:1 method="wB97M-V/def2-TZVPD" e_tot_ha=-494.49711 e_above_lowest_kj_mol=384.9 lumo_energy_ev=-0.4520 total_charge=0
C 3.4035 0.3902 0.4924 1.092 0.823 1.658 -0.38
C 2.2037 0.1405 1.0989 -1.957 0.072 0.287 -0.31
C 2.0328 0.0256 -1.0839 1.463 -0.007 2.166 -0.23
C -2.4079 1.0888 0.2488 0.914 0.908 2.322 -1.42
C -1.6956 -0.1827 0.7592 0.234 -0.481 1.213 -0.04
C -0.9511 -0.9021 -0.3826 0.359 0.604 0.294 0.69
N 3.2976 0.3044 -0.8448 1.659 0.488 -0.995 -0.74
N 1.3835 -0.0906 0.0507 -4.865 -1.112 0.023 -0.10
O -0.8579 -2.2125 -0.1789 0.073 1.639 -0.507 -0.39
O -0.9255 -0.4737 -1.6593 0.321 -2.309 1.417 -0.45
H 4.2629 0.7539 1.0579 0.160 -0.315 -0.678 0.33
H 1.6557 0.2432 2.0764 1.541 -0.200 -0.801 0.27
H 1.6086 -0.1512 -2.0020 -0.781 -0.296 -2.052 0.45
H -1.6393 1.7792 -0.0990 -0.006 0.229 -0.029 0.41
H -2.9256 1.6263 1.1440 0.635 -1.084 -1.831 0.31
H -3.0626 0.8839 -0.5750 -0.747 -0.124 -0.145 0.38
H -0.8977 0.0184 1.6426 -2.046 -0.493 -2.212 0.17
H -2.5279 -0.9092 1.1282 1.742 0.956 -0.499 0.32
H -0.5857 -2.6699 -0.9829 0.344 -0.069 -0.270 0.37
H -1.3716 0.3375 -1.8907 -0.134 0.769 0.638 0.35

=====

137
Properties=species:S:1:pos:R:3:forces:R:3:mulliken_charge:R:1 method="wB97M-V/def2-TZVPD" e_tot_ha=-4578.88590 lumo_energy_ev=1.4428 total_charge=-1
C 0.1488 4.8355 -1.1971 1.142 -0.367 0.295 -1.39
C -0.0754 3.9413 0.0325 -1.303 0.595 -0.048 -0.34
O 0.0631 2.5622 -0.2531 0.474 0.576 0.443 0.02
C 0.8539 1.8508 0.6698 -0.028 -2.667 0.848 0.70
C 2.3422 2.2560 0.6880 -0.613 1.010 -0.436 -0.45
C 3.0612 2.2376 -0.6610 1.231 -0.759 0.347 -0.19
C 3.3146 0.8333 -1.2309 -0.488 0.298 0.313 -0.21
F 2.4715 3.0499 -1.6310 -0.099 0.082 0.135 -0.37
O 0.7525 0.5062 0.2687 0.795 0.913 -0.262 0.02
B 0.8736 -0.3759 1.4419 -2.586 -2.019 -0.775 0.20
C 2.2204 -1.2990 1.5912 0.896 0.135 -0.406 -0.47
I 2.3468 -2.8480 0.1035 -0.304 0.513 0.218 -0.07
C 3.2044 -1.1759 2.4732 -0.388 0.061 -0.108 0.45
C 3.1502 -0.1019 3.5401 1.175 -0.532 0.830 -0.95
I 4.9385 -2.4364 2.4951 -0.176 0.394 0.321 -0.01
O 0.3286 0.3530 2.5925 1.270 1.030 -1.056 -0.73
C 0.3062 1.7223 2.1701 0.249 -0.074 1.119 0.01
C -1.1302 2.1524 2.4361 -0.025 0.821 -0.603 -1.94
C -2.1434 1.4802 1.4847 -0.451 0.149 0.310 0.80
C -3.4686 1.0637 2.1886 -0.018 -0.308 -1.283 -1.41
C -4.6546 1.8929 1.6517 -0.599 0.640 0.429 -0.51
S -5.4364 1.0682 0.2554 0.559 -2.368 -0.122 1.11
O -4.4766 0.4932 -0.6427 0.572 0.911 -0.307 -0.58
O -6.3427 0.0548 0.7443 -0.501 1.351 0.290 -0.57
O -6.1808 2.2393 -0.5594 -0.128 -0.025 0.582 -0.48
H 0.1269 4.2145 -2.0946 -0.324 0.172 0.011 0.17
H -0.5298 5.6882 -1.2464 -0.154 -0.225 -0.010 0.39
H 1.1710 5.2276 -1.1455 -0.143 0.039 -0.200 0.30
H 0.5281 4.2790 0.8815 0.184 -0.217 -0.156 0.44
H -1.1190 4.0971 0.3596 0.135 -0.066 -0.017 0.24
H 2.9026 1.5868 1.3446 -0.249 -0.123 -0.083 -0.14
H 2.4272 3.2496 1.1561 0.106 -0.027 -0.232 0.44
H 4.0607 2.6626 -0.4796 -0.227 0.223 -0.001 0.37
H 2.4842 0.5748 -1.8902 0.206 -0.167 -0.039 0.02
H 3.3263 0.1143 -0.4093 0.005 0.011 -0.136 -0.23
H 4.2805 0.7769 -1.7375 -0.209 0.109 -0.216 0.36
H 0.0095 -1.2301 1.1975 0.110 -0.487 0.072 -0.44
H 3.8775 -0.3776 4.3152 -0.122 0.141 -0.035 0.52
H 3.4854 0.8771 3.1841 -0.234 -0.072 -0.101 0.23
H 2.1848 -0.0359 4.0404 -0.129 0.082 -0.462 0.15
H 1.0727 2.2019 2.8096 -0.611 0.603 0.023 0.37
H -1.4153 1.9354 3.4693 0.396 -0.108 -0.018 0.76
H -1.2042 3.2430 2.3105 -0.108 -0.111 0.201 0.26
H -1.7374 0.6142 0.9606 0.259 0.137 0.194 -0.08
H -2.4179 2.2145 0.7201 0.192 -0.247 -0.149 0.13
H -3.6869 0.0259 1.9108 0.136 -0.003 0.324 0.40
H -3.4180 1.0968 3.2776 -0.088 0.241 -0.092 0.55
H -4.3626 2.8986 1.3396 0.096 -0.162 -0.154 0.54
H -5.4374 2.0300 2.4063 -0.068 -0.193 -0.194 0.22
H -6.1313 2.0026 -1.5016 0.129 -0.030 0.214 0.36
O 1.8958 0.4494 -5.0868 -1.720 3.160 -1.086 -0.88
P 0.5835 -0.0640 -5.6492 1.672 -6.395 1.767 0.89
N -0.0851 -0.7224 -4.2214 -0.029 0.379 0.351 0.48
C -1.0515 -1.8002 -4.1510 -0.372 -0.056 -0.589 -0.94
C -0.4363 0.2866 -3.2121 0.419 0.402 0.102 -1.61
N 1.3158 -1.3333 -6.5987 -0.248 -0.792 -0.399 0.25
C 1.7582 -2.5427 -5.9207 -0.150 -0.026 0.353 -1.08
C 2.3772 -0.8403 -7.4664 -0.129 0.232 0.016 -1.17
N -0.9330 -0.2346 -6.5774 0.308 2.842 -0.626 0.08
C -1.0680 -1.1029 -7.7393 0.279 -0.271 -0.232 -0.93
C -1.4885 1.0922 -6.9126 -0.220 0.025 0.418 -1.09
H -2.0770 -1.4592 -4.3512 -0.009 -0.010 0.008 0.31
H -1.0340 -2.2412 -3.1524 0.128 0.193 0.071 0.29
H -0.8322 -2.6122 -4.8438 0.044 0.147 -0.129 0.27
H -1.3657 0.8077 -3.4862 -0.095 -0.078 0.133 0.31
H 0.3508 1.0347 -3.1111 0.041 -0.076 -0.066 0.44
H -0.5640 -0.1635 -2.2273 0.020 -0.097 -0.055 0.47
H 2.3441 -2.3328 -5.0177 0.025 -0.051 0.015 0.30
H 2.3686 -3.1524 -6.5913 0.048 0.183 -0.116 0.40
H 0.9108 -3.1744 -5.6482 0.024 0.082 0.129 0.23
H 3.3115 -0.6671 -6.9204 -0.003 0.098 -0.023 0.30
H 2.0867 0.1049 -7.9348 0.031 0.011 0.024 0.38
H 2.5714 -1.5564 -8.2707 -0.081 -0.073 0.038 0.36
H -0.4192 -0.8125 -8.5716 -0.020 -0.093 -0.063 0.28
H -2.1053 -1.0654 -8.0900 -0.031 0.292 0.168 0.40
H -0.8734 -2.1404 -7.4823 0.199 0.087 0.045 0.25
H -0.8906 1.6025 -7.6766 -0.128 0.039 -0.088 0.34
H -1.5090 1.7267 -6.0209 0.069 -0.022 -0.007 0.34
H -2.5164 1.0085 -7.2704 0.020 -0.080 -0.004 0.35
O -7.4143 1.6340 5.2982 2.017 -2.985 -0.426 -0.90
P -8.4237 0.5037 5.3723 -4.953 4.183 0.611 0.92
N -9.3367 0.8782 3.9724 0.263 0.185 -0.266 0.15
C -10.7182 0.5080 3.7542 -0.126 -0.569 0.293 -0.95
C -8.5876 0.7293 2.7229 0.325 0.127 0.068 -0.77
N -9.2477 1.0900 6.7911 -0.743 -0.072 0.307 0.22
C -10.1821 2.1957 6.6494 -0.110 0.042 -0.366 -1.04
C -8.3334 1.3572 7.8958 0.192 -0.187 -0.095 -1.18
N -9.1668 -1.1023 5.5657 2.753 -0.926 0.027 0.06
C -9.9829 -1.4721 6.7152 -0.130 0.228 0.411 -0.92
C -8.1691 -2.1694 5.3290 -0.042 0.003 -0.482 -1.07
H -10.8303 -0.5342 3.4246 -0.020 -0.001 -0.002 0.32
H -11.1483 1.1518 2.9831 0.159 0.055 -0.034 0.34
H -11.3318 0.6423 4.6437 0.125 -0.084 0.063 0.27
H -8.4828 -0.3269 2.4472 -0.050 0.040 -0.190 0.40
H -7.5873 1.1476 2.8029 -0.046 -0.017 0.172 -0.19
H -9.0869 1.2551 1.9072 -0.111 -0.036 0.052 0.40
H -9.7728 3.0242 6.0585 -0.029 0.052 0.022 0.29
H -10.4642 2.5824 7.6310 0.190 -0.079 0.077 0.40
H -11.1164 1.8665 6.1905 0.078 0.056 -0.105 0.22
H -7.8028 2.3078 7.7732 0.082 -0.050 -0.009 0.32
H -7.5823 0.5664 7.9767 0.018 0.033 -0.012 0.38
H -8.8815 1.3837 8.8416 -0.103 -0.026 -0.059 0.36
H -9.4311 -1.4505 7.6595 -0.089 -0.016 0.063 0.28
H -10.3598 -2.4893 6.5670 0.255 -0.039 -0.227 0.40
H -10.8587 -0.8345 6.8007 0.157 0.152 0.030 0.25
H -7.4401 -2.2311 6.1437 -0.019 -0.148 0.013 0.34
H -7.6219 -1.9743 4.4013 0.010 0.050 0.045 0.36
H -8.6532 -3.1405 5.2173 -0.072 0.052 0.027 0.35
O 7.7483 -1.1997 0.2613 0.165 -3.093 1.938 -0.85
P 8.7278 -2.0399 -0.5251 1.000 4.929 -4.288 0.97
N 10.1510 -1.1153 -0.2398 0.143 0.111 0.389 0.12
C 11.3092 -1.0907 -1.1064 0.085 -0.547 -0.272 -0.91
C 10.5868 -1.1080 1.1528 -0.469 0.062 0.281 -1.13
N 8.0837 -1.6533 -2.0914 0.352 -0.031 -0.770 0.26
C 8.3970 -0.3596 -2.6792 0.303 0.152 0.181 -1.13
C 6.6416 -1.8979 -2.1739 -0.002 -0.210 0.218 -1.53
N 9.6294 -3.4214 -1.1984 -1.352 -1.513 2.061 0.06
C 9.4929 -3.8649 -2.5800 -0.286 0.135 -0.387 -0.92
C 9.5194 -4.5982 -0.3105 0.324 0.119 0.257 -1.09
H 11.9654 -1.9613 -0.9618 0.012 0.001 -0.021 0.31
H 11.8959 -0.1908 -0.9039 -0.094 0.027 0.130 0.35
H 11.0396 -1.0504 -2.1599 -0.101 -0.124 0.050 0.23
H 11.0746 -2.0554 1.4289 0.165 0.080 0.023 0.33
H 9.7382 -0.9593 1.8215 -0.058 -0.029 -0.116 0.31
H 11.2858 -0.2899 1.3379 0.056 -0.019 -0.140 0.36
H 8.2545 0.4715 -1.9780 -0.022 0.055 -0.041 0.31
H 7.7694 -0.1794 -3.5539 -0.158 -0.135 0.096 0.42
H 9.4240 -0.3325 -3.0508 0.003 0.060 0.120 0.25
H 6.0582 -1.1017 -1.7019 -0.031 -0.081 0.076 0.56
H 6.3785 -2.8370 -1.6788 -0.029 0.045 0.039 0.36
H 6.3327 -1.9827 -3.2188 0.126 0.023 -0.034 0.43
H 8.4845 -4.2121 -2.8223 0.018 0.005 -0.104 0.28
H 10.1876 -4.6937 -2.7549 0.007 -0.039 0.342 0.40
H 9.7755 -3.0809 -3.2771 -0.179 0.103 0.095 0.25
H 8.5149 -5.0338 -0.3360 0.056 -0.134 -0.010 0.35
H 9.7355 -4.3111 0.7236 -0.063 0.035 -0.021 0.35
H 10.2424 -5.3676 -0.5875 0.008 0.056 -0.072 0.35

=====

19
Properties=species:S:1:pos:R:3:forces:R:3:mulliken_charge:R:1 method="wB97M-V/def2-TZVPD" e_tot_ha=-871.42254 e_above_lowest_kj_mol=52.6 lumo_energy_ev=-1.0683 total_charge=0
N -1.9166 -1.3500 1.8165 1.240 -0.234 0.177 -0.62
C -0.6658 -1.4761 2.0598 -0.244 -0.210 -0.802 -0.01
C 0.3947 -1.7572 0.8968 -0.342 1.057 0.149 -0.80
C 0.2630 -0.5291 -0.0929 -0.321 -1.400 -0.621 0.71
C -0.4118 -0.7456 -1.3525 1.284 2.645 1.257 -0.56
C -0.5891 0.4339 -2.2976 1.289 0.843 2.697 -0.41
C -0.0854 1.7373 -1.8961 -0.478 -2.011 -0.223 -0.79
C 0.6328 1.9305 -0.5865 0.506 -0.573 1.137 0.54
N 1.2053 3.0856 -0.0648 -0.590 -2.795 0.524 -0.57
S 1.8163 2.6568 1.4185 -0.608 -0.778 -0.734 0.18
N 1.4623 1.0122 1.5969 -1.218 2.164 -4.011 -0.60
C 0.8225 0.7801 0.3774 -1.031 -0.651 -1.401 0.55
H -2.0960 -1.4741 0.8073 0.065 0.084 0.354 0.29
H -0.3251 -1.3379 3.1176 -0.120 -0.192 -1.012 0.36
H 1.4468 -1.8236 1.3031 -1.192 0.076 -0.410 0.32
H 0.1389 -2.7123 0.3507 0.230 1.032 0.688 0.40
H -0.8001 -1.7670 -1.6163 0.534 1.273 0.319 0.31
H -1.1386 0.2459 -3.2510 0.663 0.534 0.921 0.35
H -0.2445 2.5985 -2.5970 0.334 -0.864 0.992 0.34